Entry 1:
DFT (the ωB97M-V functional and the def2-TZVPD basis) results for a molecular structure, C24H72CsO12 at a distorted geometry.

The value obtained for the frontier orbital gap is 9.46 eV. As for the HOMO energy: -11.5 eV. The LUMO energy comes out at -2.00 eV. The charge is +1. As for the total energy: -1880.29904 a.u. The value obtained for the energy above the lowest of the compared OMol25 structures with the same formula, charge and spin is 0.00 kJ/mol.

Positions of all 109 atoms, in Å:
Cs  0.37003  -0.19663  -0.54166
O  1.77881  0.55726  -3.27118
O  -4.25392  -0.92613  1.33783
O  1.55280  -0.58093  2.32735
O  -0.32746  -1.59144  4.11745
O  4.14858  -3.39034  -0.35335
O  -0.99753  2.39174  1.28834
O  -1.46388  -1.97664  1.06292
O  -2.99661  2.46662  -2.76592
O  4.09719  0.89892  -1.84752
O  -0.18313  2.42081  -2.97694
O  -3.51207  1.65268  1.34062
O  1.41272  -3.02733  -1.79640
C  2.89511  -0.72985  2.69824
C  4.06316  2.34371  -1.76237
C  -1.84299  -3.38117  1.16185
C  1.14919  -3.87546  -2.88701
C  -1.34859  -0.61033  4.29002
C  -0.72392  3.51696  2.14502
C  0.36135  3.52610  -2.22051
C  0.80183  3.39049  2.38716
C  -4.26986  2.72895  1.84518
C  0.94965  0.26392  -5.51466
C  3.92921  -0.31591  1.58431
C  2.01223  0.89406  -4.62888
C  -4.28913  2.59425  3.38226
C  -6.39343  -1.00054  2.29380
C  -3.04035  1.60761  -1.68710
C  -2.92832  0.17461  -2.12923
C  5.03854  2.93304  -2.83168
C  -1.03944  0.22488  5.54382
C  6.16098  -4.76356  -0.38852
C  -0.63960  4.55975  -1.60952
C  -5.16181  -1.87356  1.85112
C  -1.78638  -3.93726  -0.26211
C  -0.01635  -3.51250  -3.69238
C  5.38315  -3.67189  0.41065
H  1.38895  3.19651  1.48952
H  2.34286  -2.79244  -1.76091
H  -0.11285  -2.46315  -3.97105
H  -4.76293  -2.48743  2.65868
H  4.58619  3.78536  -3.33867
H  -0.02765  0.72987  -5.38876
H  5.26526  2.21972  -3.62406
H  -2.23587  -0.02894  -2.94604
H  3.50525  0.59611  1.16410
H  -1.92008  2.49397  1.04329
H  3.95342  -1.00982  0.74406
H  -3.98341  0.84118  1.54290
H  1.04905  -4.91591  -2.57787
H  3.49355  -3.88143  0.14804
H  4.83204  0.68445  -1.26821
H  -1.91064  -3.21532  -1.06925
H  5.60072  -5.64808  -0.08548
H  -2.20604  1.76275  -1.00303
H  0.92989  2.55458  3.07488
H  -0.08398  -4.20595  -4.53063
H  1.13635  0.47481  -6.56764
H  6.10708  -2.87911  0.59916
H  -7.13768  -0.93121  1.50045
H  -1.32222  -1.79985  1.99580
H  -2.33286  -1.06222  4.41285
H  -1.71725  1.07148  5.65305
H  7.15907  -4.95974  0.00320
H  5.07872  -3.97377  1.41280
H  -3.99225  1.68102  -1.16117
H  -0.14485  5.37259  -1.07789
H  -3.44570  -1.29512  0.97423
H  -3.85125  -0.30643  -2.45314
H  -0.98663  -3.61138  -3.20569
H  -0.39140  -2.32104  4.73808
H  2.61391  0.50977  -2.80007
H  -2.37330  -4.85343  -0.32737
H  -1.07503  -0.30762  6.49423
H  -5.39720  -2.53990  1.02125
H  1.00861  4.14402  -2.84287
H  -0.01131  0.56926  5.43216
H  3.09845  2.81265  -1.95612
H  -0.85392  4.42165  1.55111
H  -4.73566  3.42089  3.93486
H  3.03385  -1.80931  2.75827
H  -6.81445  -1.42136  3.20690
H  -2.09369  2.58876  -3.06827
H  2.02713  -3.85918  -3.53280
H  -2.82584  -3.48767  1.62094
H  -1.25323  4.01843  -0.88943
H  5.99462  3.30622  -2.46460
H  -3.28773  2.68948  3.80203
H  -1.38410  4.96905  -2.29239
H  3.00693  0.51906  -4.86981
H  -3.65449  3.58485  1.56794
H  -1.33299  -0.24408  3.26352
H  -0.77198  -4.26537  -0.48888
H  -2.58694  -0.33861  -1.23025
H  0.92674  -0.78573  -5.22177
H  6.23607  -4.52867  -1.45026
H  0.59532  1.93160  -3.25311
H  0.84513  3.11689  -1.33361
H  2.11002  1.97747  -4.69784
H  1.23016  4.27936  2.85036
H  -4.76755  1.66891  3.70314
H  2.98912  -0.18576  3.63805
H  -1.10699  -3.80860  1.84279
H  4.31403  2.73768  -0.77752
H  1.03733  -0.67483  3.13177
H  -6.01185  0.01758  2.37092
H  -5.17477  2.88219  1.25716
H  -1.25217  3.60561  3.09433
H  4.94511  -0.12224  1.92861

Force components x, y, z for each atom (eV/Å):
Cs 0.0 0.2 0.0
O -0.9 -0.3 0.4
O 0.6 0.6 0.2
O -0.5 0.9 -1.4
O 0.3 -0.9 -0.1
O 1.2 0.5 1.0
O -0.1 0.7 0.8
O -0.7 -0.6 0.5
O -0.8 1.3 -0.6
O -0.5 1.1 0.8
O -0.5 1.5 0.7
O -0.3 -0.1 -0.3
O -0.6 0.7 0.9
C 1.4 -0.9 -0.7
C 1.2 1.2 -1.3
C 0.5 0.6 -1.2
C 1.6 -0.6 -0.3
C -0.3 -0.8 0.8
C 2.7 0.0 -1.6
C -0.8 1.2 0.5
C -0.6 0.1 0.9
C 1.3 0.6 0.6
C 0.1 0.8 0.3
C -1.8 0.7 0.3
C 0.8 -0.1 -0.4
C -0.5 0.9 0.0
C 1.0 -1.0 -0.7
C 0.2 -0.9 -0.4
C 0.0 -1.2 0.2
C -0.2 0.3 0.0
C 0.3 0.6 -1.1
C -0.7 0.0 1.9
C -0.9 -1.5 -0.3
C -1.2 0.7 -0.6
C 1.1 -0.9 0.5
C -2.2 0.6 -0.4
C 0.6 -0.7 -1.1
H -0.4 0.0 -0.2
H 0.2 -0.2 -0.1
H 0.8 0.0 -0.6
H 0.2 0.2 0.3
H -0.1 0.1 0.1
H -0.1 -0.1 0.6
H -0.2 -0.2 0.2
H 0.4 0.4 0.1
H 0.3 0.5 -0.1
H -0.4 -0.8 -0.1
H 0.0 -0.4 0.3
H 0.0 -0.7 -0.1
H 0.0 -0.1 0.4
H -0.4 0.1 -0.2
H 0.0 -0.6 -0.1
H -1.0 0.1 0.3
H 0.0 -0.5 -1.2
H -0.1 0.5 0.3
H 0.3 -0.1 0.0
H 0.1 0.4 -0.3
H 0.5 -0.6 0.0
H -0.8 1.0 -0.6
H -0.1 -0.3 0.1
H 0.4 0.8 0.2
H -0.1 -0.3 0.0
H 0.1 0.1 -0.2
H 0.1 0.4 0.1
H 0.1 -0.4 -0.1
H 0.2 0.6 0.1
H 0.3 -0.2 -0.2
H 0.3 -0.4 0.0
H -0.2 0.3 0.1
H 0.0 -0.5 0.6
H 0.0 0.1 0.3
H 0.5 0.0 0.1
H -0.4 0.3 -0.4
H -0.2 -0.5 -0.3
H -0.4 -0.3 0.1
H 0.5 -0.4 -0.1
H 0.0 0.4 0.1
H -0.4 -1.0 -0.2
H -0.5 0.2 0.1
H -0.8 0.1 -0.4
H 0.4 -0.1 1.0
H -0.2 0.5 0.0
H 0.3 -0.3 0.0
H 0.1 -0.1 -0.2
H -0.2 0.1 -0.1
H 0.0 0.0 0.3
H 0.0 -0.2 0.4
H 0.4 -0.7 -0.5
H 0.4 0.1 -0.4
H 0.0 -0.2 -0.4
H -0.1 0.5 0.2
H -0.3 1.7 0.5
H 0.3 -0.1 0.3
H 0.0 -0.7 0.0
H -0.2 -0.1 -0.6
H -0.4 -0.2 0.2
H 0.1 -0.5 0.0
H 0.6 0.0 -0.1
H -0.3 0.3 -0.3
H -0.1 0.1 0.1
H 0.1 0.0 0.0
H 0.9 -0.2 0.0
H -0.1 -0.6 -0.2
H 0.2 -0.5 0.2
H -0.3 -0.3 0.1
H -0.1 -0.1 0.7
H -0.6 -0.3 0.6
H -0.3 -0.5 -0.1
H -0.2 -0.1 0.3

***

Entry 2:
DFT (the ωB97M-V functional and the def2-TZVPD basis) results for a molecular structure, C47H63Cl2N2O8RbSSi at a distorted geometry.

The value obtained for the frontier orbital gap is 6.52 eV. As for the HOMO energy: -2.8 eV. The LUMO energy comes out at 3.74 eV. The charge is -2. As for the total energy: -4172.66112 a.u.

Positions of all 125 atoms, in Å:
Rb  9.94313  5.09715  21.44005
Cl  13.31369  3.89788  23.54772
Cl  11.84294  2.00827  25.36255
S  6.79035  5.37848  24.34567
Si  6.45488  3.42061  23.89603
O  6.89278  2.33792  25.07424
O  12.22722  6.22459  21.78170
O  11.29544  7.57010  26.60188
O  4.87699  2.95603  23.74662
O  8.00901  7.01621  21.66658
O  7.01164  4.86235  19.96368
O  7.33876  2.95446  22.54756
O  9.30977  4.35036  18.82611
N  11.83238  1.60957  21.04980
N  12.54506  4.80372  18.75327
C  2.92327  4.24979  23.65427
C  6.61744  0.60999  22.47727
C  14.01197  6.32324  17.71459
C  13.67375  5.85558  16.44463
C  8.94612  1.29067  23.09033
C  14.12884  7.61551  22.18037
C  3.84261  3.31407  22.85085
C  7.71074  1.62057  22.22065
C  13.48407  5.75024  18.84388
C  16.18280  8.81522  22.76380
C  11.07768  3.36001  17.53293
C  13.21756  8.90846  19.47296
C  13.72542  7.77040  23.51174
C  5.27639  1.04212  26.38169
C  7.28332  3.05086  17.31943
C  14.03756  6.07080  20.20672
C  3.08691  2.00322  22.53340
C  12.71766  4.88211  16.37944
C  8.63420  2.75390  17.31014
C  9.67020  6.31262  16.86978
C  9.56069  7.09205  14.58593
C  8.04989  0.39880  17.21508
C  12.49243  8.12070  20.37118
C  9.60103  3.90538  17.56296
C  6.71349  0.74030  17.26433
C  10.58495  9.48240  19.89671
C  12.64361  9.90945  18.71752
C  13.12823  6.97673  21.15401
C  7.60157  1.59185  27.19735
C  8.97945  1.42292  17.21293
C  5.92716  3.44195  26.95156
C  9.48755  4.99758  16.46687
C  15.35983  8.16651  21.83472
C  14.56780  8.32397  24.45383
C  13.29329  2.34062  24.28993
C  6.35166  2.06835  17.32944
C  11.28621  10.16294  18.91102
C  9.36100  5.78495  14.15251
C  9.73266  7.33316  15.96185
C  6.41548  2.10643  26.39578
C  11.15845  8.40854  20.57303
C  9.34118  4.77663  15.10363
C  15.81593  8.82041  24.08671
C  10.75637  6.58099  26.65598
C  4.35818  3.99889  21.57991
C  8.06797  1.58477  20.76411
C  12.16013  4.38928  17.55347
H  8.32765  -0.64491  17.21433
H  15.66200  8.07328  20.78825
H  5.09108  3.38276  21.06234
H  8.83534  2.33371  20.51850
H  9.87575  8.34564  16.31705
H  5.09504  3.81188  26.38299
H  10.61407  7.85334  21.31977
H  17.10171  9.26710  22.44837
H  14.17011  6.27067  15.55544
H  9.55063  9.67859  20.08702
H  7.03924  -0.37505  22.31052
H  9.59204  7.88167  13.85906
H  7.26102  1.38453  28.21677
H  5.98324  -0.06999  17.29687
H  8.42293  2.33349  27.16542
H  3.47330  5.11870  23.99855
H  9.65578  2.12697  22.96417
H  5.57559  3.27034  27.96124
H  16.41241  9.30729  24.86273
H  7.21769  1.78600  20.13183
H  8.46852  0.61000  20.47218
H  9.79129  6.50971  17.92713
H  2.10575  4.52669  23.01797
H  9.44595  0.36301  22.79511
H  11.23540  2.74616  16.63680
H  4.88350  4.90437  21.88388
H  11.88305  2.63791  20.95892
H  6.30262  0.63887  23.51283
H  12.07175  1.22027  20.14919
H  7.81631  4.61797  19.42503
H  7.00648  4.23227  20.69203
H  4.91103  0.88674  27.38510
H  7.97440  0.65303  26.75370
H  10.02087  1.08115  17.13017
H  6.98231  4.08800  17.36876
H  14.27981  8.41755  25.49276
H  14.15343  2.19332  24.93038
H  2.79892  1.45085  23.41893
H  10.75460  10.93602  18.31877
H  14.25249  5.14377  20.74421
H  13.22347  1.56730  23.53258
H  10.88461  1.32465  21.20011
H  11.13737  2.69274  18.43487
H  2.52931  3.74136  24.54011
H  6.71310  4.18673  26.96200
H  9.22494  3.72319  14.77324
H  12.75037  7.39387  23.76781
H  5.75048  0.74872  21.83445
H  15.00723  6.51226  19.99364
H  5.30138  2.33440  17.44097
H  4.46580  1.38344  25.71783
H  3.68402  1.32538  21.90121
H  12.36723  4.46662  15.44399
H  14.27623  8.72019  19.38661
H  5.65728  0.08103  26.00957
H  8.64850  1.22362  24.13009
H  9.24961  5.55005  13.07854
H  13.24129  10.48977  18.01340
H  7.58004  6.40701  20.99885
H  3.56795  4.22913  20.86367
H  2.17648  2.25597  21.97995
H  7.66501  6.66372  22.50314
H  14.76845  7.10595  17.77598

Force components x, y, z for each atom (eV/Å):
Rb 0.1 -0.6 -0.1
Cl -0.3 0.5 -0.1
Cl 0.5 0.4 -0.4
S 0.0 0.0 -0.4
Si 0.4 0.6 0.4
O 0.3 -0.6 0.1
O -0.1 0.0 0.2
O -0.1 -0.2 0.0
O 0.0 -0.3 -0.5
O -0.6 -0.4 -0.9
O -0.1 0.3 0.1
O -0.5 0.2 0.1
O 0.2 0.3 -0.4
N 0.7 0.5 0.0
N 0.1 -0.2 0.4
C 0.3 -0.5 -0.1
C -0.2 -0.2 0.3
C 1.0 0.6 -1.2
C 0.3 0.7 0.3
C 0.0 0.4 -0.6
C 0.0 0.8 0.2
C -0.4 -0.4 0.6
C 0.7 -0.4 0.6
C -0.3 -0.5 0.8
C -0.3 -0.7 -0.5
C -0.2 -0.9 0.1
C 0.3 -0.2 0.2
C 0.0 -0.5 -0.3
C 0.5 0.6 -0.7
C 0.4 1.1 0.1
C -0.1 0.4 -0.5
C 0.1 0.4 -0.9
C -0.4 -0.6 -0.6
C 0.3 0.0 -0.5
C 0.1 -0.3 0.7
C 0.1 -0.5 0.5
C -0.7 0.3 -0.1
C 0.3 0.3 -0.3
C 0.3 -0.1 0.4
C -0.1 -1.2 0.2
C 0.1 -0.7 -0.4
C -0.4 0.0 0.1
C 1.0 -0.9 0.5
C 0.2 -0.1 -0.2
C 1.5 -1.0 -0.1
C 0.0 -0.8 0.7
C 0.1 0.2 0.2
C 0.1 0.0 -0.3
C 0.3 0.1 0.1
C -0.5 -1.0 0.5
C -1.6 -0.3 0.0
C -0.5 0.9 -0.2
C 0.1 0.3 -0.2
C -0.3 0.7 -1.2
C -0.2 0.4 -0.7
C 0.2 0.6 0.1
C -0.1 -1.8 -0.2
C -0.3 0.6 0.8
C 0.1 0.2 0.0
C 0.2 -0.2 0.4
C 0.9 0.3 -0.5
C -0.5 0.1 0.6
H 0.2 0.0 -0.1
H 0.2 0.3 0.5
H -0.1 -0.2 0.0
H -0.2 -0.1 0.0
H 0.1 0.1 0.0
H -0.3 0.3 -0.4
H -0.1 0.0 0.0
H 0.4 0.1 -0.2
H -0.4 -0.2 0.4
H -0.5 0.3 0.0
H 0.0 -0.3 -0.2
H 0.0 0.4 -0.1
H 0.3 0.1 0.1
H -0.1 0.3 0.0
H -0.4 -0.3 0.2
H 0.1 0.2 -0.1
H -0.1 -0.4 0.2
H -0.1 0.0 0.5
H 0.1 -0.2 -0.3
H -0.4 0.1 -0.2
H -0.1 -0.1 0.1
H 0.0 0.0 0.1
H -0.7 0.5 -0.3
H -0.1 0.0 -0.1
H -0.1 0.0 0.0
H -0.1 0.2 -0.2
H -0.1 -0.7 0.0
H -0.2 0.1 0.2
H 0.2 0.1 -0.2
H 0.3 0.0 -0.2
H -0.1 -0.2 0.2
H -0.3 0.0 0.4
H -0.1 0.3 0.1
H -0.3 0.5 0.2
H 0.0 0.0 0.1
H -0.2 -0.1 0.0
H 0.1 0.1 0.0
H 0.0 0.1 0.4
H 0.5 -0.5 0.4
H -0.3 0.1 0.1
H 0.1 0.1 -0.2
H -0.6 0.2 0.2
H 0.1 0.7 -0.8
H 0.1 -0.1 -0.1
H 0.1 0.1 -0.1
H 0.0 0.7 0.1
H -0.2 -0.1 0.1
H 0.0 0.1 -0.1
H 0.1 0.2 0.1
H 0.1 0.0 -0.2
H 0.3 -0.1 0.3
H -0.1 0.3 0.2
H 0.1 0.1 -0.1
H 0.1 0.0 -0.2
H 0.0 0.2 0.0
H 0.1 0.1 0.1
H 0.0 0.1 0.7
H -0.2 -0.2 0.1
H 0.3 0.7 0.6
H -0.1 0.1 0.2
H 0.0 -0.1 0.0
H -0.2 0.0 0.3
H -0.1 -0.2 0.2